No. 1
{
  "formula": "C4H8CsO2S",
  "method": "ωB97M-V with the def2-TZVPD basis set",
  "species": ["Cs", "C", "C", "C", "S", "O", "O", "C", "H", "H", "H", "H", "H", "H", "H", "H"],
  "positions_angstrom": [[-19.753, -11.401, 11.767], [-22.059, -7.490, 6.948], [-21.461, -6.372, 7.897], [-20.292, -6.862, 8.652], [-20.587, -8.700, 8.959], [-20.905, -9.090, 10.344], [-19.620, -9.523, 8.275], [-22.058, -8.706, 7.874], [-21.505, -7.548, 6.011], [-23.063, -7.111, 6.757], [-22.169, -6.122, 8.686], [-21.179, -5.524, 7.273], [-20.287, -6.571, 9.702], [-19.330, -6.797, 8.144], [-22.822, -8.643, 8.649], [-22.217, -9.674, 7.400]],
  "atomic_forces_ev_per_a": [[0.176, -0.433, 0.402], [1.131, 1.376, 1.830], [-0.891, -0.660, -0.639], [1.296, 0.369, 0.470], [-1.009, -1.215, 2.244], [0.295, 1.386, -2.328], [0.832, -0.095, -0.806], [-1.990, -0.437, -1.321], [0.007, -0.372, 0.181], [-0.335, -0.764, -0.270], [-0.505, 0.378, -0.567], [0.052, 0.259, 0.290], [0.442, 0.300, 0.012], [0.132, -0.175, 0.210], [-0.090, 0.209, 0.321], [0.457, -0.124, -0.030]],
  "lumo_energy_ev": [-6.627, -13.171],
  "spin_multiplicity": 2,
  "gap_ev": [13.212, 7.045],
  "homo_ev": [-19.840, -20.216],
  "s2": 0.76,
  "e_above_lowest_kcal_mol": 0.0,
  "charge": 2
}

No. 2
{
  "formula": "C4H8F2N2O",
  "method": "ωB97M-V with the def2-TZVPD basis set",
  "species": ["C", "C", "C", "C", "N", "N", "O", "F", "F", "H", "H", "H", "H", "H", "H", "H", "H"],
  "positions_angstrom": [[-1.561, 1.071, 0.399], [2.136, -0.637, -1.193], [1.956, -1.463, 0.035], [-1.723, 0.090, -0.499], [-2.397, 2.132, 0.481], [1.211, -1.104, 0.983], [-0.441, 1.231, 1.185], [-0.896, -0.976, -0.777], [-2.894, -0.103, -1.150], [2.027, 0.370, -0.749], [1.234, -0.704, -1.722], [3.048, -0.766, -1.650], [2.585, -2.295, 0.048], [-3.492, 1.922, 0.261], [-2.331, 2.294, 1.458], [1.254, -1.595, 1.811], [0.285, 0.533, 1.079]],
  "atomic_forces_ev_per_a": [[2.617, -2.657, -1.610], [-2.018, 1.718, 3.321], [0.065, 0.881, -0.183], [0.044, -1.129, -0.091], [-4.423, 0.461, -0.253], [-0.101, 2.296, -1.715], [-0.074, -0.222, -0.399], [-0.841, 1.299, 0.480], [0.398, 0.317, 0.129], [0.528, 0.019, -0.647], [-0.897, -0.445, -1.657], [1.711, -0.422, -1.384], [0.896, -1.880, 0.548], [3.731, 0.364, 0.534], [-0.477, 1.210, 1.212], [0.101, -1.901, 1.904], [-1.260, 0.091, -0.189]],
  "lumo_energy_ev": 0.911,
  "gap_ev": 8.737,
  "homo_ev": -7.826,
  "e_above_lowest_kcal_mol": 46.9,
  "smiles": "NC(O)=C(F)F.[H]/N=C/C",
  "charge": 0
}

No. 3
{
  "formula": "C4H8F3N",
  "method": "ωB97M-V with the def2-TZVPD basis set",
  "species": ["C", "C", "C", "C", "H", "H", "H", "H", "H", "H", "H", "H", "N", "F", "F", "F"],
  "positions_angstrom": [[2.363, -0.604, -0.152], [0.277, 0.746, -0.402], [-0.343, 2.112, -0.086], [-0.710, -0.398, -0.028], [3.274, -0.598, 0.400], [1.873, -1.564, 0.005], [2.651, -0.541, -1.212], [1.395, 0.551, 1.256], [0.435, 0.618, -1.484], [0.386, 2.846, -0.405], [-0.601, 2.191, 0.944], [-1.269, 2.232, -0.662], [1.573, 0.513, 0.259], [-0.602, -1.527, -0.727], [-0.598, -0.719, 1.286], [-1.986, -0.028, -0.187]],
  "atomic_forces_ev_per_a": [[-0.313, -0.580, -0.644], [0.407, -1.440, -0.091], [0.172, -0.829, -1.288], [-0.421, 0.610, 0.570], [0.737, -0.032, 0.503], [-0.004, -0.323, -0.036], [-0.264, 0.153, 0.200], [0.377, -0.203, -0.027], [-0.045, 0.261, 0.206], [-0.015, 0.335, 0.231], [0.029, 0.220, 0.912], [0.309, 0.058, 0.103], [-1.282, 1.751, -0.122], [0.735, -0.313, -0.247], [0.230, -0.083, -0.101], [-0.653, 0.416, -0.170]],
  "lumo_energy_ev": 1.071,
  "gap_ev": 10.265,
  "homo_ev": -9.194,
  "e_above_lowest_kcal_mol": 2.2,
  "smiles": "CN[C@H](C)C(F)(F)F",
  "charge": 0
}

No. 4
{
  "formula": "C4H8F3NO",
  "method": "ωB97M-V with the def2-TZVPD basis set",
  "species": ["C", "C", "C", "C", "N", "O", "F", "F", "F", "H", "H", "H", "H", "H", "H", "H", "H"],
  "positions_angstrom": [[-1.404, -0.903, 1.105], [-1.996, 0.576, 1.152], [-1.640, 1.245, -0.197], [2.477, 0.981, -0.044], [3.227, 0.919, -1.214], [-0.823, 0.932, -0.949], [-2.440, 2.323, -0.461], [2.057, -0.224, 0.420], [3.082, 1.520, 1.047], [-1.439, -1.135, 0.003], [-1.881, -1.564, 1.823], [-0.344, -0.918, 1.281], [-3.032, 0.515, 1.440], [-1.306, 1.184, 1.840], [3.839, 0.179, -1.134], [2.860, 1.169, -2.103], [1.514, 1.632, -0.108]],
  "atomic_forces_ev_per_a": [[-0.207, 1.524, -1.625], [3.233, -0.504, -0.107], [-3.083, 0.230, 2.347], [-3.731, 2.488, -0.270], [-0.716, 1.366, 1.811], [1.975, -0.545, -1.658], [0.181, -0.118, 0.204], [0.133, -1.084, -0.175], [1.369, 0.168, 0.092], [-0.496, -0.792, 1.314], [-0.267, -0.132, -0.436], [0.491, 0.234, 0.395], [-0.261, 0.776, -0.089], [-1.554, -0.662, -0.356], [1.733, -1.777, -0.621], [-0.431, -0.054, -0.127], [1.631, -1.118, -0.699]],
  "lumo_energy_ev": 0.837,
  "gap_ev": 11.578,
  "homo_ev": -10.741,
  "e_above_lowest_kcal_mol": 21.3,
  "smiles": "CCC(=O)F.NC(F)F",
  "charge": 0
}

No. 5
{
  "formula": "C4H8F3O2",
  "method": "ωB97M-V with the def2-TZVPD basis set",
  "species": ["C", "F", "F", "F", "O", "H", "C", "O", "C", "C", "H", "H", "H", "H", "H", "H", "H"],
  "positions_angstrom": [[3.026, -0.075, 0.068], [3.742, 1.025, -0.141], [3.462, -1.017, -0.759], [3.244, -0.480, 1.313], [0.194, 0.545, -0.317], [1.498, 0.185, -0.154], [-1.673, -2.069, 2.340], [-0.941, -1.526, 1.271], [-1.725, -0.776, 0.379], [-0.839, -0.270, -0.741], [-0.969, -2.604, 2.989], [-2.173, -1.275, 2.924], [-2.441, -2.774, 1.977], [-2.192, 0.078, 0.904], [-2.535, -1.394, -0.050], [-1.443, 0.291, -1.475], [-0.411, -1.125, -1.302]],
  "atomic_forces_ev_per_a": [[-1.646, 0.168, -0.146], [-0.402, 0.167, -0.101], [-0.276, -0.085, -0.207], [-0.337, 0.026, 0.079], [1.311, 0.654, 0.319], [0.867, -0.285, 0.118], [-0.198, -0.048, 0.195], [0.179, -0.063, -0.159], [-0.155, 0.102, 0.198], [0.386, -0.847, -0.320], [-0.208, 0.159, -0.206], [0.119, -0.206, -0.120], [0.158, 0.142, 0.121], [0.106, -0.168, -0.105], [0.131, 0.126, 0.049], [0.167, -0.003, 0.130], [-0.203, 0.161, 0.155]],
  "lumo_energy_ev": [0.941, -2.837],
  "spin_multiplicity": 2,
  "gap_ev": [11.093, 7.307],
  "homo_ev": [-10.152, -10.144],
  "s2": 0.77,
  "e_above_lowest_kcal_mol": 44.5,
  "charge": 0
}

No. 6
{
  "formula": "C4H8F3O5STb",
  "method": "ωB97M-V with the def2-TZVPD basis set",
  "species": ["O", "O", "C", "O", "C", "Tb", "H", "H", "H", "H", "H", "S", "O", "O", "C", "F", "F", "F", "C", "H", "H", "H"],
  "positions_angstrom": [[-0.379, 1.134, -0.375], [-2.310, 1.096, 0.756], [-2.618, -0.081, 1.365], [-2.772, -1.044, 0.287], [-2.950, -2.407, 0.619], [-2.254, 0.406, -1.401], [-3.569, -0.049, 1.925], [-1.784, -0.443, 1.994], [-2.976, -2.980, -0.313], [-2.105, -2.752, 1.231], [-3.920, -2.514, 1.126], [1.514, 0.712, -0.432], [1.688, -0.191, 0.695], [2.571, 1.866, -0.651], [1.787, -0.280, -1.999], [1.705, -1.564, -1.752], [0.814, 0.011, -2.871], [2.928, -0.009, -2.581], [3.491, 2.208, 0.417], [4.073, 3.047, 0.030], [4.172, 1.377, 0.628], [2.894, 2.458, 1.301]],
  "atomic_forces_ev_per_a": [[6.097, -0.686, -0.894], [-0.749, -0.422, 1.319], [-0.338, -0.436, -0.447], [0.362, 0.859, -0.309], [-0.350, -1.022, 0.487], [0.238, 0.491, -1.202], [0.298, 0.276, 0.168], [-0.073, 0.406, 0.169], [0.011, 0.149, 0.188], [-0.373, 0.011, -0.056], [0.405, -0.200, 0.024], [-3.422, -0.266, 2.432], [0.220, 1.922, -1.829], [-2.499, -1.725, -0.675], [0.179, -0.778, -2.525], [-0.015, 0.207, 0.892], [-0.487, 0.479, 0.359], [0.029, 0.312, 0.787], [0.787, 0.266, 1.428], [-0.390, -0.039, 0.051], [-0.352, 0.037, -0.167], [0.421, 0.161, -0.199]],
  "lumo_energy_ev": [-10.928, -8.643],
  "spin_multiplicity": 7,
  "gap_ev": [5.692, 7.125],
  "homo_ev": [-16.620, -15.767],
  "s2": 12.88,
  "charge": 2
}

No. 7
{
  "formula": "C4H8F3O5SY",
  "method": "ωB97M-V with the def2-TZVPD basis set",
  "species": ["O", "O", "C", "O", "C", "Y", "H", "H", "H", "H", "H", "S", "O", "O", "C", "F", "F", "F", "C", "H", "H", "H"],
  "positions_angstrom": [[0.497, -1.208, -0.209], [0.612, -0.927, 3.114], [-0.373, -0.179, 3.666], [-0.509, 0.969, 2.769], [-1.408, 1.998, 3.124], [1.193, 0.254, 1.470], [-0.142, 0.224, 4.671], [-1.355, -0.691, 3.674], [-1.415, 2.727, 2.308], [-2.418, 1.582, 3.244], [-1.061, 2.481, 4.049], [-0.671, -1.631, -1.188], [-1.795, -2.254, -0.531], [-0.020, -2.432, -2.363], [-1.270, -0.068, -2.033], [-2.026, 0.599, -1.194], [-0.225, 0.665, -2.364], [-1.954, -0.383, -3.107], [-0.751, -3.531, -2.983], [-0.011, -4.021, -3.617], [-1.565, -3.133, -3.597], [-1.125, -4.194, -2.197]],
  "atomic_forces_ev_per_a": [[-2.133, 0.315, -2.003], [1.383, 1.005, -1.942], [-1.234, -0.120, 1.271], [1.446, -0.363, -1.398], [-0.924, 1.045, 0.407], [-1.619, -2.341, 1.189], [0.035, -0.261, -0.380], [0.425, 0.121, 0.018], [-0.039, -0.119, 0.220], [0.325, 0.131, 0.038], [-0.224, -0.151, -0.257], [0.777, -1.200, 2.233], [1.745, 0.891, -1.144], [0.141, 1.827, 1.905], [-0.083, 0.363, -0.723], [-0.071, -0.047, 0.528], [0.416, 0.048, 0.066], [0.165, -0.370, 0.281], [-0.747, -0.955, -0.461], [-0.103, 0.104, 0.247], [0.199, -0.029, 0.209], [0.121, 0.107, -0.303]],
  "lumo_energy_ev": -9.188,
  "gap_ev": 8.848,
  "homo_ev": -18.036,
  "e_above_lowest_kcal_mol": 6.0,
  "charge": 2
}

No. 8
{
  "formula": "C4H8F3OP",
  "method": "ωB97M-V with the def2-TZVPD basis set",
  "species": ["C", "C", "C", "C", "O", "F", "F", "F", "P", "H", "H", "H", "H", "H", "H", "H", "H"],
  "positions_angstrom": [[1.320, -0.504, -1.320], [-0.603, -1.128, 1.770], [0.157, -0.353, -0.384], [0.285, 1.694, 0.138], [0.404, -1.048, 0.785], [1.261, 2.327, -0.517], [-0.834, 2.353, -0.145], [0.421, 1.746, 1.457], [-1.433, -0.725, -1.171], [1.330, 0.151, -2.119], [1.463, -1.535, -1.602], [2.190, -0.035, -0.825], [-0.444, -2.071, 2.260], [-1.636, -0.917, 1.270], [-0.509, -0.280, 2.465], [-1.201, 0.388, -1.977], [-2.170, -0.066, -0.087]],
  "atomic_forces_ev_per_a": [[1.052, 0.224, 2.295], [-1.635, 1.809, -0.940], [0.998, 2.485, 1.513], [-1.081, -3.498, -1.313], [0.680, 0.267, -0.769], [0.464, -0.084, 0.481], [-0.626, 0.184, -0.256], [0.795, 0.231, 0.321], [-0.839, 0.448, 0.747], [-0.969, 1.006, -2.191], [0.267, -0.253, -0.096], [0.054, -1.078, 0.334], [-0.507, -0.352, 0.222], [1.667, -1.274, 1.363], [0.208, -0.397, 0.057], [-0.548, 0.385, -0.344], [0.020, -0.104, -1.423]],
  "lumo_energy_ev": 0.843,
  "gap_ev": 9.921,
  "homo_ev": -9.078,
  "e_above_lowest_kcal_mol": 44.5,
  "charge": 0
}

No. 9
{
  "formula": "C4H8F3OP",
  "method": "ωB97M-V with the def2-TZVPD basis set",
  "species": ["C", "C", "C", "C", "O", "F", "F", "F", "P", "H", "H", "H", "H", "H", "H", "H", "H"],
  "positions_angstrom": [[-0.834, 1.406, 0.916], [2.696, 0.008, -0.052], [-1.218, 0.340, -0.101], [-1.767, -0.928, 0.256], [-1.480, 0.776, -1.361], [-1.209, -1.479, 1.332], [-3.180, -0.989, 0.629], [-1.781, -1.817, -0.747], [1.655, -0.603, -1.486], [-1.054, 2.343, 0.421], [-1.417, 1.342, 1.823], [0.321, 1.133, 0.951], [3.773, -0.130, -0.325], [2.451, -0.733, 0.763], [2.598, 1.060, 0.268], [-1.466, 0.161, -2.092], [1.911, -1.888, -1.194]],
  "atomic_forces_ev_per_a": [[1.764, -1.998, -1.926], [0.472, -1.014, 0.208], [-0.258, 1.201, -0.862], [-2.950, -2.443, 1.071], [-0.061, 1.410, 0.734], [0.728, 0.092, 0.107], [1.409, 1.107, -0.382], [0.728, -0.011, -0.437], [-0.265, 2.237, -0.006], [0.449, 0.363, 0.058], [0.374, -0.251, 0.418], [-2.181, 1.410, 0.886], [-0.771, -0.003, 0.278], [0.456, 1.119, -0.428], [-0.342, -0.555, -0.252], [0.109, -0.862, 0.225], [0.338, -1.803, 0.308]],
  "lumo_energy_ev": [-0.980, -0.090],
  "gap_ev": [7.312, 8.403],
  "homo_ev": [-8.291, -8.493],
  "e_above_lowest_kcal_mol": 56.0,
  "charge": 0
}

No. 10
{
  "formula": "C4H8F6N2O10P2PtS2",
  "method": "ωB97M-V with the def2-TZVPD basis set",
  "species": ["Pt", "N", "C", "C", "P", "O", "O", "O", "P", "O", "O", "O", "H", "H", "H", "H", "H", "H", "H", "H", "F", "C", "F", "F", "S", "O", "O", "N", "S", "O", "O", "C", "F", "F", "F"],
  "positions_angstrom": [[-0.196, 1.081, 0.287], [2.379, -3.079, 1.558], [1.461, -2.141, 0.791], [1.193, -2.716, -0.598], [2.462, -0.580, 0.650], [2.617, -0.031, 2.118], [3.735, -0.936, 0.044], [1.541, 0.367, -0.211], [-0.001, -1.841, 1.834], [-1.157, -2.734, 1.274], [0.392, -1.940, 3.238], [-0.479, -0.347, 1.462], [3.343, -2.945, 1.217], [2.124, -4.061, 1.422], [2.336, -2.872, 2.566], [2.127, -2.816, -1.152], [0.544, -2.049, -1.163], [0.694, -3.684, -0.529], [1.891, 0.051, 2.751], [-1.756, -3.123, 1.933], [-2.408, -0.828, -1.001], [-3.236, 0.094, -1.463], [-4.416, -0.008, -0.920], [-3.275, 0.092, -2.764], [-2.553, 1.773, -0.917], [-2.208, 1.693, 0.535], [-3.334, 2.820, -1.435], [-0.956, 1.670, -1.489], [-0.031, 3.089, -1.656], [0.677, 3.139, -2.864], [0.663, 2.821, -0.339], [-0.936, 4.766, -1.349], [0.061, 5.600, -1.260], [-1.712, 5.013, -2.358], [-1.584, 4.659, -0.216]],
  "atomic_forces_ev_per_a": [[0.629, 0.073, -0.410], [-0.020, 0.005, -0.007], [0.088, -0.062, -0.083], [-0.002, 0.018, 0.001], [-0.060, -0.137, 0.170], [0.010, 0.100, -0.065], [0.004, -0.014, -0.064], [-0.045, 0.176, 0.011], [0.025, 0.134, 0.022], [0.024, -0.096, 0.026], [-0.021, 0.011, 0.006], [-0.336, -0.114, 0.226], [0.010, 0.015, 0.001], [-0.014, 0.002, 0.004], [0.026, -0.010, -0.003], [-0.001, 0.000, -0.004], [-0.002, -0.002, -0.001], [0.002, -0.002, -0.006], [-0.034, -0.081, 0.014], [-0.011, 0.001, -0.015], [-0.009, -0.004, -0.017], [-0.022, -0.001, 0.034], [-0.001, -0.003, -0.002], [0.001, 0.017, -0.020], [0.134, -0.126, 0.218], [-0.104, 0.086, -0.140], [0.035, 0.025, -0.011], [-0.346, -0.117, -0.055], [0.088, 0.053, 0.167], [0.036, -0.035, 0.008], [-0.052, 0.056, 0.049], [-0.034, 0.074, -0.006], [-0.008, -0.003, -0.012], [0.000, -0.019, -0.008], [0.008, -0.020, -0.029]],
  "lumo_energy_ev": -10.854,
  "gap_ev": 6.776,
  "homo_ev": -17.630,
  "e_above_lowest_kcal_mol": 26.5,
  "charge": 2
}

Number 1: energy -725.31801 Eh. Number 2: energy -541.61264 Eh. Number 3: energy -511.57422 Eh. Number 4: energy -586.80182 Eh. Number 5: energy -607.13837 Eh. Number 6: energy -2054.81352 Eh. Number 7: energy -1268.90209 Eh. Number 8: energy -873.29515 Eh. Number 9: energy -873.27679 Eh. Number 10: energy -3216.11590 Eh.